Record 1
Computed, not measured: a cluster of 3 separate species, C2H11N2O2 in total, with ωB97M-V/def2-TZVPD.

```
17
Properties=species:S:1:pos:R:3:lowdin_charge:R:1
C -0.34 -1.21 0.26 0.13
C -1.19 -0.66 1.22 -0.02
N -1.81 -1.23 2.23 0.30
N 0.33 -0.24 -0.65 0.20
H 0.44 -1.94 0.47 0.17
H -1.56 0.36 1.14 0.16
H -2.42 -0.63 2.76 0.17
H -1.60 -2.15 2.62 0.18
H 0.38 -0.69 -1.58 0.19
H -0.29 0.52 -1.03 0.12
H 1.28 0.06 -0.37 0.15
H -1.92 2.12 -1.51 0.07
H -0.79 3.00 -0.85 0.09
O -0.99 2.19 -1.33 -0.02
H 3.71 -0.36 -0.60 0.05
H 3.62 0.82 -1.53 0.08
O 3.15 0.02 -1.27 -0.03
```

## Properties
- E_HOMO (spin up / spin down) (eV) = -19.06 / -19.06
- gap between HOMO and LUMO (spin up / spin down) (eV) = 10.2 / 6.7
- charge = +2
- multiplicity = 2

=====

Record 2
Computed, not measured: a cluster of 2 separate species, C2H11N2Si2 in total, with ωB97M-V/def2-TZVPD.

```
17
Properties=species:S:1:pos:R:3:lowdin_charge:R:1
C -2.17 -0.15 1.15 -0.10
C -1.56 -0.80 -1.13 -0.09
N 3.55 1.19 0.05 -0.30
N -1.31 0.09 -0.02 -0.36
Si 3.94 -0.41 0.01 0.61
Si -0.28 1.41 -0.05 1.02
H -1.61 -0.21 2.07 0.10
H -3.00 0.47 1.38 0.09
H -2.77 -1.00 1.07 0.07
H -0.97 -1.64 -0.76 0.11
H -2.58 -1.18 -1.22 0.11
H -1.21 -0.49 -2.08 0.08
H 4.26 1.95 -0.17 -0.03
H 2.94 -1.30 0.65 -0.11
H 4.99 -1.25 -0.52 -0.11
H -0.07 2.38 0.99 -0.04
H 0.52 1.90 -1.12 -0.05
```

## Properties
- E_HOMO (eV) = -12.91
- gap between HOMO and LUMO (eV) = 7.8
- charge = +1
- multiplicity = 1

=====

Respective F_max values: 3.5 3.1 eV/Å.
Respective energy relative to the best compared isomer or geometry (same formula, charge and spin) values: 19.00 93.98 kcal per mole.